Entry 1
The following is a DFT calculation (the ωB97M-V functional and the def2-TZVPD basis) of an isolated molecule of C2H2N4O.

SMILES string: OC=C1N=NN=N1
Gap between HOMO and LUMO in Ha: 0.311
Total charge: 0

Cartesian coordinates (Å):
O -1.129 0.018 -1.787
C -0.644 -0.739 -0.833
C -0.144 -0.137 0.451
N 0.754 -0.893 1.233
N 1.574 0.030 1.852
N 1.031 1.327 1.563
N 0.110 1.146 0.643
H -1.042 0.934 -1.745
H -0.509 -1.687 -1.377



Entry 2
The following is a DFT calculation (the ωB97M-V functional and the def2-TZVPD basis) of an isolated molecule of C2H2N4O.

SMILES string: O=c1cn[nH]nn1
Gap between HOMO and LUMO in Ha: 0.333
Total charge: 0

Cartesian coordinates (Å):
O -2.461 -0.221 -0.213
C -1.277 -0.132 0.114
C -0.357 1.003 0.260
N 0.983 0.982 0.036
N 1.402 -0.348 -0.084
N 0.666 -1.471 -0.031
N -0.582 -1.295 0.360
H -0.710 2.078 -0.011
H 2.335 -0.596 -0.432



Result of the stability comparison: entry 1 is the least stable of them.



Entry 1
The following is a DFT calculation (the ωB97M-V functional and the def2-TZVPD basis) of an isolated molecule of C2H2N4O.

SMILES string: O=Cn1cnnn1
Gap between HOMO and LUMO in Ha: 0.400
Total charge: 0

Cartesian coordinates (Å):
O -0.249 2.401 0.276
C 0.293 1.383 0.644
N 0.039 0.056 0.178
C -0.738 -0.463 -0.811
N -0.445 -1.670 -0.914
N 0.612 -1.954 -0.119
N 0.951 -0.947 0.573
H 1.048 1.137 1.398
H -1.511 0.057 -1.223



Entry 2
The following is a DFT calculation (the ωB97M-V functional and the def2-TZVPD basis) of an isolated molecule of C2H2N4O.

SMILES string: N#C/N=C(\N)N=O
Gap between HOMO and LUMO (spin up / spin down) in Ha: 0.291 / 0.290
Total charge: 0

Cartesian coordinates (Å):
N -2.596 1.121 -1.132
C -1.945 0.434 -0.455
N -1.343 -0.362 0.437
C -0.023 -0.372 0.403
N 0.789 0.299 -0.469
N 0.809 -1.129 1.339
O 2.045 -1.203 1.213
H 1.771 0.243 -0.170
H 0.493 0.969 -1.166



Result of the stability comparison: entry 2 is the least stable of them.



Entry 1
The following is a DFT calculation (the ωB97M-V functional and the def2-TZVPD basis) of an isolated molecule of C3H2N2O2.

SMILES string: N=C=NC(=O)C=O
Gap between HOMO and LUMO in Ha: 0.351
Total charge: 0

Cartesian coordinates (Å):
N 2.633 -0.365 -0.006
C 1.527 0.102 -0.030
N 0.393 0.592 -0.094
C -0.610 -0.353 0.072
O -0.405 -1.532 0.211
C -1.970 0.284 -0.107
O -2.957 -0.392 -0.142
H 3.330 0.277 0.355
H -1.942 1.386 -0.259



Entry 2
The following is a DFT calculation (the ωB97M-V functional and the def2-TZVPD basis) of an isolated molecule of C3H2N2O2.

SMILES string: O=c1nccno1
Gap between HOMO and LUMO in Ha: 0.356
Total charge: 0

Cartesian coordinates (Å):
O 3.785 0.446 -1.097
C 2.663 0.521 -0.775
N 2.033 -0.349 0.247
C 0.801 -0.317 0.209
C -0.006 0.601 -0.713
N 0.564 1.470 -1.496
O 1.921 1.483 -1.326
H 0.135 -0.880 1.034
H -1.028 0.199 -0.782



Result of the stability comparison: entry 2 is the least stable of them.